{"formula": "C3H3HoLiO3", "method": "ωB97M-V/def2-TZVPD", "e_homo_ev": [-13.74, -15.72], "lumo_energy_ev": [-8.599, -9.372], "spin_multiplicity": 6, "s2": 8.76, "de_lowest_kcal_mol": 100.6, "largest_force_ev_per_a": 2.77, "total_charge": 2, "elements": ["O", "Ho", "C", "C", "O", "C", "H", "H", "H", "Li", "O"], "positions_angstrom": [[0.8896, -1.0854, 0.2775], [3.1944, 0.3526, -0.3078], [-0.7905, -1.4873, 0.0516], [0.2123, 0.1067, 0.1125], [-1.3547, -0.9508, -0.9812], [-0.5989, 0.2987, -1.1593], [-0.0490, 0.2385, -2.1047], [-1.2817, 1.1542, -1.1288], [0.3954, 1.4782, 1.5104], [-0.4176, -0.8518, 2.4199], [-0.1994, 0.7465, 1.3097]], "atomic_forces_ev_per_a": [[-0.58, 2.40, -1.26], [0.09, -0.32, -0.06], [-2.18, -0.79, 0.01], [0.95, 0.42, 1.37], [1.01, -0.87, 0.22], [0.33, -0.03, 0.22], [-0.08, 0.06, 0.29], [0.10, -0.32, 0.09], [0.09, 0.60, 0.14], [-0.23, -0.33, 0.01], [0.49, -0.82, -1.02]], "nbo_charge": [-0.673, 1.167, 0.465, 0.371, -0.405, -0.160, 0.250, 0.279, 0.524, 0.964, -0.782]}

{"formula": "C3H3I", "method": "ωB97M-V/def2-TZVPD", "e_homo_ev": -8.40, "lumo_energy_ev": 0.209, "spin_multiplicity": 1, "de_lowest_kcal_mol": 65.4, "largest_force_ev_per_a": 9.80, "elements": ["C", "C", "C", "I", "H", "H", "H"], "positions_angstrom": [[0.3986, -0.4236, 0.1631], [1.5033, -1.2865, -0.3873], [-0.5658, 0.5353, -0.2462], [1.0846, -1.5546, 1.8684], [-0.0858, 1.4348, -0.6139], [-1.3022, 0.9840, 0.4060], [-1.0328, 0.3105, -1.1900]], "atomic_forces_ev_per_a": [[7.15, -5.99, -3.00], [-5.77, 4.63, 2.47], [-1.05, 2.50, -0.91], [-0.40, 0.18, 0.64], [0.91, 0.47, 0.33], [-0.20, -0.72, 0.64], [-0.65, -1.08, -0.16]], "nbo_charge": [-0.303, -0.061, -0.727, 0.335, 0.248, 0.254, 0.253]}

{"formula": "C3H3IN2O", "method": "ωB97M-V/def2-TZVPD", "smiles": "[O-][N+]#CCI.C#N", "e_homo_ev": -9.48, "lumo_energy_ev": -0.297, "spin_multiplicity": 1, "de_lowest_kcal_mol": 74.1, "largest_force_ev_per_a": 2.86, "elements": ["O", "N", "C", "C", "I", "H", "H", "C", "N", "H"], "positions_angstrom": [[0.2027, 2.8923, -0.5949], [0.4206, 1.7115, -0.4093], [0.6875, 0.5750, -0.3798], [1.2508, -0.7809, -0.1544], [3.4512, -0.6825, -0.4542], [1.0744, -1.5857, -0.8288], [1.3479, -1.1425, 0.9268], [-2.8431, -0.3085, 0.6189], [-1.9879, -1.0459, 0.5843], [-3.6040, 0.3671, 0.6913]], "atomic_forces_ev_per_a": [[-0.17, -0.60, 0.41], [0.72, -1.17, -0.65], [-0.17, -0.13, 0.46], [1.82, 1.01, 1.96], [-0.12, 0.19, -0.13], [-1.03, -0.09, -0.43], [-1.09, 0.77, -1.61], [0.17, -0.13, 0.06], [1.44, -1.24, -0.13], [-1.58, 1.38, 0.07]], "nbo_charge": [-0.417, 0.202, 0.174, -0.547, 0.054, 0.257, 0.274, 0.104, -0.322, 0.222]}

{"formula": "C3H3IN2O", "method": "ωB97M-V/def2-TZVPD", "smiles": "CC(=O)N(I)C#N", "e_homo_ev": -10.03, "lumo_energy_ev": -1.110, "spin_multiplicity": 1, "de_lowest_kcal_mol": 31.1, "largest_force_ev_per_a": 10.61, "elements": ["C", "C", "O", "N", "I", "C", "N", "H", "H", "H"], "positions_angstrom": [[1.2837, 0.3383, -0.0305], [-0.1798, 0.8643, -0.0771], [-0.4534, 2.0368, -0.0382], [-1.1695, -0.0855, -0.0773], [-3.1306, 0.4262, 0.0154], [-0.7173, -1.5483, 0.0758], [-0.3962, -2.6099, 0.0839], [1.4179, -0.6937, 0.5741], [1.5626, 0.1280, -0.9679], [1.7827, 1.1439, 0.4417]], "atomic_forces_ev_per_a": [[-2.54, -1.85, 4.29], [1.26, 0.04, 0.84], [-0.03, -0.11, -0.31], [1.17, -5.21, 0.44], [0.13, -0.15, 0.02], [-3.53, 9.96, -0.93], [1.56, -5.33, 0.22], [-0.41, 2.62, -1.18], [1.41, -0.48, -3.59], [0.97, 0.51, 0.21]], "nbo_charge": [-0.691, 0.674, -0.566, -0.674, 0.440, 0.429, -0.328, 0.239, 0.231, 0.247]}